No. 1
Here is a single C5H6BBrO molecule from OMol25. Energies are from ωB97M-V/def2-TZVPD.

As for the orbital gap: 9.8 eV. The total charge is 0. Its SMILES is C#CCBCC(=O)Br. As for the total energy: -2868.0719 Eh. The relative energy (zero: lowest compared OMol25 entry of this formula, charge and spin) comes out at 50.6 kcal per mole.

Structure (XYZ):
```
14
Properties=species:S:1:pos:R:3:forces:R:3
Br 2.2671 0.4733 1.4571 -0.57 -0.86 -0.84
O 1.1743 -2.0988 1.6074 0.75 5.20 -4.11
C -1.1293 1.2550 0.7325 -3.05 0.17 4.14
C -1.8354 1.2213 1.8374 3.15 -1.02 -5.34
C 1.3196 -1.1326 0.7741 -0.92 -5.64 2.76
C 0.7606 -1.3433 -0.7181 -0.32 0.22 0.35
C -0.3634 1.3441 -0.6919 -0.57 0.89 0.89
B -0.2369 -0.1772 -1.2629 0.67 0.28 0.55
H 1.5861 -1.5072 -1.5163 -1.05 0.43 1.47
H 0.1484 -2.3347 -0.7029 1.23 1.63 0.22
H -0.9199 -0.4478 -2.2060 0.10 -0.12 0.09
H -0.9639 1.9946 -1.4511 0.75 -1.16 1.66
H -2.4728 0.8690 2.7379 1.60 1.07 -2.08
H 0.6657 1.8841 -0.5972 -1.78 -1.09 0.24
```
Positions in Å, forces in eV/Å.

No. 2
Here is a molecular structure, C39H39N8Ti from OMol25. Energies are from ωB97M-V/def2-TZVPD.

As for the orbital gap: 5.8 eV. The total charge is +1. As for the total energy: -2796.8322 Eh. The relative energy (zero: lowest compared OMol25 entry of this formula, charge and spin) comes out at 33.1 kcal per mole.

Structure (XYZ):
```
87
Properties=species:S:1:pos:R:3:forces:R:3
Ti -0.4747 0.2100 0.0695 0.27 0.16 0.36
N -1.4265 1.8758 -0.1048 0.11 -0.41 0.05
N 1.0379 -1.6446 2.3892 0.01 0.04 0.08
N -1.0237 0.3885 1.9699 0.04 -0.08 -0.20
N 1.2868 1.0497 -0.4201 -0.24 -0.01 0.04
N 0.6840 -1.7425 1.0022 -0.05 -0.01 -0.02
N -1.7826 -1.4662 -0.0940 0.18 0.35 -0.04
N -0.2672 -0.2200 -1.9612 -0.13 -0.04 -0.01
N -0.8958 -0.3546 3.1054 0.02 -0.04 0.00
C -1.0652 2.9755 -0.9294 -0.03 0.08 -0.02
C -1.5282 -5.8221 0.7952 0.03 -0.03 0.06
C 3.2022 -1.0977 0.2882 -0.02 0.05 0.01
C -1.1388 2.8982 -2.3155 -0.02 -0.03 0.02
C -0.1923 -2.9334 0.8181 0.01 -0.02 -0.03
C 2.1320 -2.3693 2.8632 0.03 -0.02 -0.03
C -0.7222 3.9631 -3.1034 0.01 0.01 -0.01
C 1.1244 -0.0195 -3.9156 0.05 -0.04 0.01
C 2.8393 1.6619 -4.6296 0.00 0.01 0.01
C 3.0164 2.3657 -3.4530 0.01 -0.01 -0.02
C 1.8884 -1.9218 0.1080 0.05 -0.03 -0.01
C -3.3686 3.0097 0.9274 0.04 0.00 0.05
C 1.9464 1.8846 0.5878 -0.10 -0.01 -0.13
C 1.5981 1.1694 -1.7170 0.04 -0.02 -0.06
C -2.1856 -3.7880 -0.5136 -0.04 -0.04 -0.04
C 0.1053 -1.7958 4.6240 0.03 -0.05 0.05
C -0.1767 5.2100 -1.1308 0.01 0.00 0.00
C 0.7958 0.2946 -2.5851 -0.05 0.04 -0.03
C -4.0392 2.2775 3.1168 0.00 0.00 0.01
C 2.0155 0.5624 -4.8002 0.00 -0.01 0.02
C 1.1558 -2.5131 5.0457 -0.05 0.03 -0.01
C -3.0069 -1.0635 -0.7693 -0.04 -0.01 -0.10
C -4.2260 3.0998 2.0120 -0.01 0.02 0.00
C 2.5083 2.1241 -2.1868 -0.01 0.00 0.03
C -0.2342 5.1197 -2.5167 -0.01 0.00 0.00
C -2.1185 1.2808 2.0781 -0.14 -0.01 0.03
C -1.2947 -0.9277 -2.7242 -0.02 0.01 -0.04
C 3.4350 -0.0029 1.3618 0.04 -0.02 -0.01
C -0.4708 -5.3703 1.4944 -0.04 -0.03 -0.03
C 3.3708 1.4370 0.8648 0.01 -0.03 -0.01
C -1.4339 -2.6941 0.0855 -0.01 0.11 0.02
C 0.1733 -4.0933 1.3990 0.03 0.02 0.03
C -2.9968 1.3641 3.1552 0.03 0.02 0.00
C -2.7101 -0.6215 -2.2219 0.02 -0.03 0.00
C 2.2455 -2.7590 4.1381 0.04 -0.01 0.00
C 0.0380 -1.2122 3.2944 -0.08 0.09 -0.05
C -2.3163 2.1015 0.9615 -0.07 0.04 -0.01
C -2.2339 -5.0994 -0.2158 -0.03 0.01 -0.03
C -0.5905 4.1498 -0.3417 0.02 -0.03 0.00
H 0.5747 -0.8532 -4.3310 0.00 0.01 0.00
H -3.7643 -1.8461 -0.7366 0.01 -0.01 0.03
H -2.9134 -5.6925 -0.8173 0.00 0.01 -0.01
H -3.4143 -1.1063 -2.9004 0.00 0.00 0.00
H 4.4389 -0.1676 1.7571 -0.01 -0.01 0.01
H 2.1636 -2.9782 0.1471 -0.02 0.00 0.02
H -5.0435 3.8080 1.9931 0.00 0.00 0.00
H 3.4225 -0.6596 -0.6865 -0.02 0.01 0.00
H -4.7126 2.3480 3.9606 0.00 0.00 0.00
H -2.8835 0.4510 -2.3088 0.00 -0.02 0.01
H 3.4012 1.9956 -5.4921 0.00 0.00 0.00
H 3.1472 -3.2596 4.4578 0.00 0.00 0.01
H -3.5053 3.6383 0.0566 0.00 0.00 -0.01
H 3.6837 3.2183 -3.5123 0.00 0.00 0.00
H 1.8838 2.9381 0.2979 0.06 0.00 0.02
H -0.5524 4.2186 0.7390 0.00 0.00 0.00
H -1.8507 -6.8413 0.9665 0.02 0.00 0.02
H -1.2759 -0.6194 -3.7716 0.02 -0.01 0.01
H -0.7877 3.8875 -4.1814 0.00 0.00 0.00
H 2.0383 0.1044 -5.7828 0.00 0.00 0.00
H 2.9090 -2.5668 2.1440 0.01 0.00 0.01
H 2.7646 -0.1034 2.2114 -0.01 0.02 -0.01
H 1.3633 1.7893 1.5074 0.01 0.01 0.01
H -2.8164 -3.4777 -1.3359 0.00 0.00 0.00
H -0.7353 -1.5642 5.2620 0.00 0.00 0.01
H 2.8618 2.8157 -1.4351 0.00 0.00 0.00
H 0.1910 6.1137 -0.6620 0.00 0.00 0.01
H 1.0993 -4.0616 1.9590 -0.02 0.01 -0.01
H -1.5293 2.0024 -2.7776 0.02 0.00 -0.01
H 1.4828 -1.7560 -0.8896 0.02 0.00 0.00
H -3.4093 -0.2220 -0.2010 -0.01 -0.01 -0.01
H -1.1058 -2.0090 -2.7136 0.00 0.00 0.01
H -2.8470 0.7276 4.0135 0.01 -0.01 -0.01
H 3.9784 -1.8511 0.4352 0.00 0.00 -0.01
H -0.0046 -6.0544 2.1923 -0.01 -0.01 0.00
H 0.0857 5.9509 -3.1305 0.00 0.00 0.00
H 3.7928 2.0944 1.6284 -0.01 0.00 0.01
H 1.1909 -2.8988 6.0548 0.01 0.00 0.00
H 3.9988 1.5460 -0.0230 -0.01 0.01 0.00
```
Positions in Å, forces in eV/Å.

No. 3
Here is a single C24H24N2O3S molecule from OMol25. Energies are from ωB97M-V/def2-TZVPD.

As for the orbital gap: 9.7 eV. The total charge is 0. Its SMILES is Cc1ccc(S(=O)(=O)NCc2ccc(C(=O)N3CCc4ccccc4C3)cc2)cc1. As for the total energy: -1662.4029 Eh. The relative energy (zero: lowest compared OMol25 entry of this formula, charge and spin) comes out at 7.7 kcal per mole.

Structure (XYZ):
```
54
Properties=species:S:1:pos:R:3:forces:R:3
S 4.1323 -0.3838 -0.0291 0.09 -0.26 -0.34
O 5.0652 -1.4622 -0.1893 -0.12 -0.09 -0.23
O -2.3065 3.5635 0.4514 0.02 0.22 0.00
O 4.4803 0.7002 0.8460 -0.35 0.06 -0.02
N 3.8168 0.1834 -1.5818 0.24 -0.45 0.62
N -2.6596 1.3872 0.8782 -0.13 -0.10 0.11
C -3.2420 -2.1266 -2.0774 0.01 -0.07 -0.10
C -0.5050 2.0928 -0.0043 0.24 0.17 -0.15
C -4.6089 -1.9046 -2.0758 -0.02 -0.07 -0.09
C 2.0584 1.7447 -1.0432 -0.17 0.30 -0.03
C -4.9199 0.3707 0.9561 0.15 0.00 0.03
C 0.8991 -2.7533 0.1617 0.14 0.09 -0.01
C -4.0707 1.6389 1.1221 -0.26 0.39 0.06
C -0.3166 1.3789 -1.1843 0.01 0.03 0.05
C -2.2403 0.0023 0.9109 0.09 -0.23 -0.07
C 1.8702 2.4361 0.1450 0.02 0.01 -0.15
C 2.5691 -1.0792 0.4705 0.44 0.30 -0.03
C -3.0165 -0.7341 -0.1432 0.00 -0.04 0.00
C 0.5973 2.6175 0.6569 -0.24 -0.03 0.01
C 0.2892 -2.3770 1.3571 0.06 0.08 0.07
C -4.3914 -0.5045 -0.1405 -0.04 -0.07 -0.03
C 0.9551 1.2056 -1.6948 0.02 0.08 0.04
C -2.4403 -1.5332 -1.1158 -0.05 0.01 0.10
C 2.0404 -2.1112 -0.2805 -0.07 -0.17 -0.09
C -1.8911 2.4181 0.4624 0.12 -0.01 0.10
C 3.4303 1.5849 -1.6375 -0.11 0.39 0.19
C 0.8270 -1.3192 2.0815 0.03 -0.13 -0.08
C 1.9689 -0.6694 1.6422 0.14 0.14 0.04
C -5.1839 -1.0907 -1.1135 0.05 0.04 0.05
C -0.9132 -3.1232 1.8474 0.01 0.01 -0.02
H -4.8985 -0.2004 1.8901 -0.07 0.02 0.01
H -1.7250 -3.0601 1.1240 -0.11 -0.02 -0.02
H -5.2296 -2.3626 -2.8313 -0.05 -0.04 -0.07
H -4.3862 2.4096 0.4121 0.01 -0.09 0.14
H 2.4139 0.1386 2.2001 0.00 0.11 0.12
H 0.4844 -3.5724 -0.4079 -0.03 -0.09 -0.08
H 2.7257 2.8393 0.6649 0.11 0.04 0.06
H 0.3619 -1.0136 3.0073 -0.06 0.03 0.10
H -1.2581 -2.7274 2.7985 -0.07 0.00 0.08
H -1.1651 -0.0676 0.7506 -0.17 -0.04 0.09
H 4.1463 2.2066 -1.0859 -0.12 0.03 -0.19
H -1.3700 -1.6857 -1.1197 0.13 -0.01 -0.01
H -1.1714 0.9824 -1.7134 -0.09 -0.05 -0.05
H -5.9552 0.6535 0.7658 0.01 -0.01 0.07
H 4.6038 -0.0413 -2.1729 0.21 -0.17 0.02
H -0.6687 -4.1760 1.9797 -0.04 -0.08 0.04
H 1.0986 0.6611 -2.6162 0.01 -0.08 -0.13
H -2.4715 -0.4047 1.9048 0.13 -0.02 -0.03
H 0.4499 3.1803 1.5663 -0.01 0.09 0.09
H 2.5433 -2.4080 -1.1866 -0.01 -0.12 -0.16
H 3.4198 1.8914 -2.6870 0.06 -0.08 0.09
H -2.7981 -2.7557 -2.8345 0.03 -0.05 -0.08
H -6.2495 -0.9129 -1.1192 -0.12 0.02 0.00
H -4.2037 2.0486 2.1307 -0.05 0.03 -0.13
```
Positions in Å, forces in eV/Å.

No. 4
Here is a single C2H5N3O molecule from OMol25. Energies are from ωB97M-V/def2-TZVPD.

As for the orbital gap: 10.5 eV. The total charge is 0. Its SMILES is [H]/N=C/NC(N)=O. As for the total energy: -318.7415 Eh. The relative energy (zero: lowest compared OMol25 entry of this formula, charge and spin) comes out at 5.6 kcal per mole.

Structure (XYZ):
```
11
Properties=species:S:1:pos:R:3:forces:R:3
O -0.6441 -1.7404 -0.5475 0.01 0.42 0.01
N 0.1273 0.1917 0.4676 0.12 -0.07 0.07
N -2.1074 -0.0619 -0.0560 -0.08 -0.06 0.00
N 2.3846 0.6663 0.5901 -0.17 -0.11 -0.25
C 1.4010 0.2074 -0.0662 0.10 0.02 0.03
C -0.8691 -0.6424 -0.0867 0.01 -0.15 -0.17
H -2.8243 -0.5604 -0.5619 0.05 0.03 0.13
H 0.0512 0.4721 1.4368 -0.12 0.12 -0.14
H -2.1513 0.9445 -0.0816 -0.01 -0.12 0.08
H 3.2180 0.6680 0.0074 -0.04 -0.01 0.10
H 1.4141 -0.1450 -1.1019 0.14 -0.07 0.15
```
Positions in Å, forces in eV/Å.

Number 1: highest occupied orbital energy -9.88 eV, largest force on an atom 6.669 eV Å⁻¹, molar mass 172.82 g mol⁻¹. Number 2: highest occupied orbital energy -9.22 eV, largest force on an atom 0.481 eV Å⁻¹, molar mass 667.66 g mol⁻¹. Number 3: highest occupied orbital energy -9.13 eV, largest force on an atom 0.805 eV Å⁻¹, molar mass 420.53 g mol⁻¹. Number 4: highest occupied orbital energy -9.72 eV, largest force on an atom 0.418 eV Å⁻¹, molar mass 87.08 g mol⁻¹.